DFT (the ωB97M-V functional and the def2-TZVPD basis) results for 2 unconnected molecules or ions with the total composition C5H10O.

The calculation puts the HOMO-LUMO gap at 10.267 eV. As for the LUMO energy: 0.0304 Eh. The HOMO energy comes out at -9.44 eV. Its SMILES is C=CC.CC=O. The max |F| comes out at 1.20 eV/Å. Its total charge is 0.

Geometry as XYZ:
```
16
Properties=species:S:1:pos:R:3:forces:R:3:mulliken_charge:R:1
C -0.669 1.229 -0.712 -0.845 -0.050 -0.025 -0.97
C -1.024 0.156 -0.008 -0.981 0.637 -0.244 -0.08
C -1.590 -1.077 -0.633 -0.115 -0.128 -0.073 -1.10
C 1.201 -0.747 0.254 0.952 -0.326 0.325 0.18
C 1.754 0.638 0.419 0.194 0.216 -0.018 -0.92
O 1.063 -1.513 1.180 -0.143 0.067 -0.386 -0.52
H 1.296 1.284 -0.337 0.942 -0.159 0.254 0.29
H -0.560 2.202 -0.247 0.303 -0.109 0.031 0.45
H -0.477 1.180 -1.784 -0.354 -0.001 0.096 0.30
H -1.079 0.221 1.078 -0.210 0.093 -0.166 0.40
H -2.667 -0.887 -0.665 -0.038 -0.364 -0.094 0.33
H -1.414 -1.992 -0.062 0.071 0.155 -0.037 0.31
H -1.245 -1.214 -1.663 -0.053 0.031 0.138 0.33
H 1.059 -1.076 -0.799 0.006 -0.054 0.218 0.36
H 2.837 0.575 0.299 0.081 0.089 0.102 0.35
H 1.497 1.031 1.408 0.189 -0.096 -0.123 0.29
```
Positions in Å, forces in eV/Å.